[1]
ORCA calculation (ωB97M-V/def2-TZVPD) on a structure of composition C29H33N6O2RuS.

Calculated values
lowest unoccupied orbital energy (spin up / spin down) = -5.895 / -7.987 eV
relative energy (zero: lowest compared OMol25 entry of this formula, charge and spin) = 0.00 kcal/mol
net charge = +2
gap between HOMO and LUMO (spin up / spin down) = 5.15 / 5.62 eV
multiplicity = 6
E = -2096.4323 Ha

Positions of all 72 atoms, in Å:
Ru -0.11868 0.83252 0.62710
C 3.86623 3.15041 -4.78842
C 3.29794 2.48723 -3.56578
C 3.76985 1.28386 -3.08560
C 3.25366 0.68178 -1.92400
C 3.80165 -0.57851 -1.53422
N 3.50117 -1.25259 -0.47115
C 4.04443 -2.58067 -0.15573
C 2.98059 -3.67309 -0.20429
C 2.20996 -3.77469 -1.52535
N 0.99471 -2.98036 -1.49521
C -0.20596 -3.42046 -1.91921
C -1.43947 -2.76816 -1.71248
C -2.62984 -3.34468 -2.13939
C -3.88389 -2.80499 -1.80467
C -5.13681 -3.46812 -2.24510
C -3.97223 -1.63415 -1.00484
C -2.81768 -0.98549 -0.58819
C -3.01119 0.19151 0.25080
N -2.14507 0.92387 0.84768
C -2.64728 2.02116 1.70205
C -1.65050 3.16802 1.78568
C -1.16263 3.68246 0.44028
N -0.15994 2.76403 -0.15230
C 0.61404 3.23173 -1.05876
C 1.68450 2.50550 -1.70995
C 2.25735 3.07390 -2.84392
C 2.19685 1.28771 -1.19915
O 1.77785 0.71184 -0.10520
C -1.53924 -1.47445 -0.98675
O -0.45911 -0.85674 -0.75344
H 4.61879 2.52202 -5.26085
H 4.33777 4.10015 -4.53424
H 3.08767 3.35223 -5.52399
H 4.57490 0.78115 -3.61146
H 4.54308 -1.02886 -2.18926
H 2.83618 -0.80421 0.16568
H 4.48435 -2.52829 0.83952
H 4.84595 -2.77430 -0.86895
H 2.27064 -3.53700 0.61530
H 3.49477 -4.61488 -0.00804
H 1.92634 -4.80975 -1.71027
H 2.84296 -3.46968 -2.36722
H 1.00439 -2.07036 -1.05863
H -0.21571 -4.38543 -2.40964
H -2.60416 -4.26296 -2.71269
H -4.95601 -4.29911 -2.92104
H -5.79781 -2.74368 -2.72684
H -5.67993 -3.83865 -1.36979
H -4.94850 -1.25901 -0.72897
H -4.05789 0.45567 0.40479
H -2.81715 1.60406 2.69416
H -3.60150 2.36631 1.29733
H -0.78611 2.87969 2.39785
H -2.13198 3.98661 2.32295
H -0.69921 4.66136 0.56489
H -1.99334 3.78915 -0.26233
H 0.47497 4.26742 -1.37406
H 1.86539 4.02735 -3.18539
C -3.05421 0.93368 5.62414
C -1.61641 0.84755 5.21901
C -0.59225 1.37363 5.99677
C 0.69838 1.27138 5.51807
N 0.98370 0.67338 4.35554
C -0.06341 0.19848 3.70476
S 0.33172 -0.72490 2.20897
N -1.34440 0.25235 4.04549
H -3.15709 1.11579 6.69135
H -3.57394 0.01505 5.35915
H -3.54054 1.75818 5.09614
H -0.79854 1.84451 6.94745
H 1.53687 1.67348 6.07388

---

[2]
ORCA calculation (ωB97M-V/def2-TZVPD) on the molecule C3H5N5.

Calculated values
lowest unoccupied orbital energy = 0.776 eV
relative energy (zero: lowest compared OMol25 entry of this formula, charge and spin) = 73.02 kcal/mol
net charge = 0
gap between HOMO and LUMO = 8.93 eV
E = -391.0020 Ha

Positions of all 13 atoms, in Å:
C 2.04965 -0.41494 -0.31010
C -0.31520 -0.59794 0.07227
C -1.70142 0.99338 -0.21756
H 2.10644 0.77697 1.30570
H 2.58366 -0.99506 -1.22156
H 0.53485 1.25412 -0.14131
H -2.22903 1.89882 -0.19823
H -1.83369 -1.93745 0.45963
N 2.57858 0.62260 0.26709
N 0.82353 -1.17912 -0.03654
N -0.44915 0.72399 -0.14230
N -2.50527 -0.07291 0.07945
N -1.64293 -1.07245 0.08347

---

[3]
ORCA calculation (ωB97M-V/def2-TZVPD) on a structure of composition C15H30ClN5O8PS2W.

Calculated values
lowest unoccupied orbital energy (spin up / spin down) = -0.169 / 0.141 eV
relative energy (zero: lowest compared OMol25 entry of this formula, charge and spin) = 84.11 kcal/mol
net charge = 0
gap between HOMO and LUMO (spin up / spin down) = 6.78 / 6.74 eV
multiplicity = 2
E = -3130.1605 Ha

Positions of all 63 atoms, in Å:
W -0.54099 -0.62659 -0.43915
C -0.17419 -3.21259 1.24655
C -1.14579 -2.27119 1.98185
N -1.98219 -1.55849 1.01035
C -3.02709 -2.39699 0.39175
C -3.06679 -2.19359 -1.13335
N -1.70719 -2.12049 -1.67085
C -1.04699 -3.43399 -1.75095
C 0.37141 -3.34519 -1.16555
N 0.36001 -2.53239 0.05665
H 0.63211 -3.50189 1.92705
H -0.69259 -4.11979 0.92335
H -1.75349 -2.84079 2.69635
H -0.56729 -1.52499 2.53875
H -2.42609 -0.75739 1.48165
H -2.82299 -3.44929 0.61585
H -4.00959 -2.13949 0.79615
H -3.64519 -3.00419 -1.60015
H -3.56379 -1.25059 -1.36025
H -1.70649 -1.63499 -2.57595
H -1.63579 -4.16439 -1.18815
H -0.99069 -3.79419 -2.78295
H 0.78181 -4.34929 -0.98465
H 1.01641 -2.82839 -1.88255
H 1.32771 -2.20469 0.21685
C -0.53099 2.60921 5.31595
C 0.02011 3.31201 4.08685
O 0.56491 2.39271 3.14755
P -0.30039 1.83171 1.89585
S 0.98411 0.39921 1.24765
S -2.10679 1.32771 2.48045
O -0.30359 3.07621 0.86795
C 0.70581 3.28821 -0.11475
C 2.07801 3.55121 0.48285
H -0.82059 3.34891 6.05725
H 0.21681 1.95051 5.74635
H -1.39769 2.01711 5.03975
H 0.85661 3.96451 4.35215
H -0.76779 3.91291 3.62195
H 0.35001 4.15471 -0.67725
H 0.74151 2.42241 -0.79165
H 2.03131 4.36421 1.20405
H 2.76951 3.81091 -0.31665
H 2.44921 2.66551 0.99315
O -2.94949 0.53441 -2.42895
Cl -2.68339 1.29791 -1.26745
O -3.21179 2.59121 -1.36305
O -1.25059 1.38481 -1.06735
O -3.21029 0.58501 -0.15465
C 4.62251 0.08801 -1.99945
N 3.21981 0.28121 -2.28745
C 2.80151 1.08441 -3.30565
C 1.51561 1.10851 -3.71045
C 0.56541 0.27471 -3.00845
O -0.55499 -0.05499 -3.39605
N 0.99231 -0.24309 -1.81275
C 2.29131 -0.38269 -1.50405
O 2.65531 -1.13929 -0.59685
H 5.17371 -0.08039 -2.92415
H 4.70341 -0.78499 -1.35055
H 5.03611 0.95021 -1.47485
H 3.57721 1.65821 -3.79395
H 1.18221 1.70281 -4.54175